Computed, not measured: a structure of composition C3H4ClNS at a distorted geometry, with wB97M-V/def2-TZVPD.

As for the LUMO energy: 0.754 eV. The frontier orbital gap comes out at 0.3319 Eh. Its HOMO energy is -8.2782 eV.

```
! RIJCOSX wB97M-V def2-TZVPD def2/J DEFGRID3
* xyz 0 1
C -1.26023 0.12960 0.10880
C 0.13646 0.76358 0.06236
C 1.08330 -0.47659 -0.06580
N -1.51835 -1.14116 -0.05854
S -0.10199 -1.88055 -0.24257
Cl -2.64414 1.21907 0.33829
H 0.33338 1.30152 -0.97256
H 0.49976 1.39335 0.98673
H 1.73419 -0.59610 -0.94439
H 1.73762 -0.71273 0.78769
*
```